No. 1
{
  "formula": "C6H7NS",
  "method": "ωB97M-V/def2-TZVPD",
  "e_lumo_ha": [-0.006, -0.006],
  "smiles": "CC1=C=NC(C)=CS1",
  "homo_lumo_gap_ev": [7.51, 7.51],
  "symbols": ["C", "C", "C", "N", "C", "C", "C", "S", "H", "H", "H", "H", "H", "H", "H"],
  "coordinates": [[-2.70368, -1.31081, 1.01521], [-1.01862, -1.32825, 0.74796], [-0.26324, -1.48942, -0.30997], [0.84515, -1.28504, -0.80393], [1.37222, -0.09472, -0.36341], [2.29554, 0.72688, -1.23080], [1.30629, 0.19629, 0.89598], [0.07674, -0.56431, 2.01652], [-2.86953, -0.20517, 1.10533], [-2.82957, -1.70630, 2.06564], [-3.10331, -1.93785, 0.31042], [1.92212, 1.78372, -1.36297], [2.23734, 0.11110, -2.25318], [3.37166, 0.77200, -0.77854], [1.81841, 1.07686, 1.18089]],
  "lowdin_charge": [-0.04, -0.48, -0.15, 0.11, -0.49, -0.06, -0.34, 0.91, 0.07, 0.07, 0.02, 0.08, 0.11, 0.11, 0.07]
}

---

No. 2
{
  "formula": "C5H10NO2",
  "method": "ωB97M-V/def2-TZVPD",
  "e_lumo_ha": 0.038,
  "charge": -1,
  "homo_lumo_gap_ev": 4.25,
  "symbols": ["C", "N", "C", "C", "C", "C", "O", "O", "H", "H", "H", "H", "H", "H", "H", "H", "H", "H"],
  "coordinates": [[0.63987, 0.49616, -0.44638], [-0.27021, -0.51545, -0.74875], [1.95248, 0.43680, -1.35536], [3.15762, 0.99906, -0.76431], [-1.11931, -1.02881, 0.36866], [-2.60443, -0.35420, 0.49799], [-3.35308, -0.87411, 1.50970], [1.31358, 0.62443, 0.94396], [0.22556, 1.56932, -0.57795], [1.53530, 0.70465, -2.48441], [1.96752, -0.57989, -1.66979], [2.23891, 0.88097, 0.61306], [3.95624, 0.27808, -0.84684], [3.42720, 2.08824, -0.79258], [-1.22472, -2.19027, 0.14338], [-0.58543, -0.96208, 1.28316], [-3.02936, -0.25433, -0.53026], [-2.46119, 0.77693, 0.67067]],
  "lowdin_charge": [-0.40, 0.11, -0.32, -0.14, -0.18, -0.44, -0.27, -0.17, 0.17, 0.14, 0.06, -0.01, 0.01, 0.04, 0.14, 0.07, 0.08, 0.10]
}

---

No. 3
{
  "formula": "C4H7ClO",
  "method": "ωB97M-V/def2-TZVPD",
  "e_lumo_ha": 0.038,
  "smiles": "C[C@@H](Cl)[C@@H]1CO1",
  "homo_lumo_gap_ev": 11.47,
  "symbols": ["C", "C", "Cl", "C", "C", "O", "H", "H", "H", "H", "H", "H", "H"],
  "coordinates": [[0.58330, 1.78601, -0.00028], [0.35195, 0.28132, -0.21734], [1.77867, -0.74943, 0.02354], [-0.93209, -0.17193, 0.51499], [-1.92996, -1.01835, -0.18268], [-1.96107, 0.45325, -0.11631], [-0.22708, 2.37035, -0.40453], [1.60561, 2.16483, -0.38478], [0.65693, 2.01614, 1.00448], [0.14333, 0.20898, -1.33110], [-1.02606, -0.16697, 1.58616], [-1.47348, -1.34194, -1.09108], [-2.66727, -1.39936, 0.46307]],
  "lowdin_charge": [-0.11, -0.71, 0.59, -0.39, -0.01, -0.06, 0.08, 0.11, 0.04, 0.12, 0.14, 0.11, 0.10]
}

---

No. 4
{
  "formula": "CH2NO2P",
  "method": "ωB97M-V/def2-TZVPD",
  "e_lumo_ha": -0.007,
  "homo_lumo_gap_ev": 10.19,
  "symbols": ["C", "N", "O", "O", "P", "H", "H"],
  "coordinates": [[-1.64950, 0.44890, -0.17246], [-0.22728, -0.17668, 0.51449], [-2.49826, 0.74514, 0.55250], [1.23605, 1.91214, -0.49178], [1.12675, 0.65576, 0.23072], [-1.43742, 0.43474, -1.25560], [2.08846, -0.06749, 0.99836]],
  "lowdin_charge": [-0.28, -0.23, 0.11, -0.39, 0.66, 0.11, 0.01]
}

---

No. 5
{
  "formula": "C5H13NS",
  "method": "ωB97M-V/def2-TZVPD",
  "e_lumo_ha": 0.033,
  "smiles": "CN(C)CCCS",
  "homo_lumo_gap_ev": 8.83,
  "symbols": ["C", "N", "C", "C", "C", "C", "S", "H", "H", "H", "H", "H", "H", "H", "H", "H", "H", "H", "H", "H"],
  "coordinates": [[-2.41568, -1.04060, -1.00168], [-1.27149, -0.44569, -0.22902], [-1.77931, 0.34902, 0.82342], [0.14408, -0.52653, -0.61654], [1.16727, 0.09451, 0.29075], [2.70680, 0.49210, -0.13079], [3.68985, 1.17201, 1.23878], [-2.22753, -1.99088, -1.64008], [-2.74576, -0.40516, -1.75093], [-3.07939, -1.26813, -0.24960], [-2.28525, 1.21632, 0.57084], [-1.02088, 0.44850, 1.67872], [-2.66243, -0.21073, 1.17403], [0.48339, 0.07454, -1.46130], [0.54581, -1.58245, -0.82311], [1.42961, -0.26267, 1.34663], [0.74728, 1.10619, 0.49814], [2.56873, 1.08237, -1.00081], [3.22026, -0.43254, -0.36677], [2.78461, 2.12982, 1.64932]],
  "lowdin_charge": [-0.06, -0.25, -0.13, -0.22, -0.29, -0.57, 0.67, 0.11, 0.05, 0.03, 0.05, 0.11, 0.07, 0.10, 0.14, 0.10, 0.09, 0.05, 0.05, -0.12]
}

---

No. 6
{
  "formula": "C4H8NS2",
  "method": "ωB97M-V/def2-TZVPD",
  "e_lumo_ha": -0.143,
  "smiles": "C1C[N@@H+]2CS[C@@H]2S1",
  "charge": 1,
  "homo_lumo_gap_ev": 9.36,
  "symbols": ["C", "C", "N", "C", "S", "C", "S", "H", "H", "H", "H", "H", "H", "H", "H"],
  "coordinates": [[-0.94071, 1.31903, 0.72208], [-1.15153, 0.08744, -0.17275], [0.11503, -0.58016, -0.48803], [0.92654, -1.42019, 0.48912], [2.39568, -0.35835, 0.36685], [1.18460, 0.42759, -0.75632], [0.31540, 2.31605, -0.11111], [-1.99117, 1.69014, 0.72861], [-0.50986, 1.13178, 1.63053], [-1.86371, -0.50448, 0.24744], [-1.52780, 0.43902, -1.11717], [0.19380, -1.09614, -1.38367], [0.55222, -1.59245, 1.51604], [0.93237, -2.49166, 0.09887], [1.36915, 0.63236, -1.77050]],
  "lowdin_charge": [-0.46, -0.18, -0.17, -0.36, 0.96, -0.55, 0.85, 0.12, 0.04, 0.11, 0.14, 0.20, 0.11, 0.13, 0.07]
}

---

No. 7
{
  "formula": "C4H12ClNSi",
  "method": "ωB97M-V/def2-TZVPD",
  "e_lumo_ha": -0.067,
  "homo_lumo_gap_ev": 4.41,
  "symbols": ["C", "C", "C", "C", "N", "Si", "Cl", "H", "H", "H", "H", "H", "H", "H", "H", "H", "H", "H", "H"],
  "coordinates": [[-0.63036, 1.21461, 1.63829], [-1.69487, 0.42767, -0.52403], [2.48159, 0.14539, 0.51334], [0.66565, -1.03716, -1.75663], [-0.50776, 0.86145, 0.21268], [0.87392, 0.03666, -0.25419], [-3.77046, -3.18291, 0.42264], [0.34481, 1.11122, 2.11056], [-1.06180, 2.15672, 1.68112], [-1.29284, 0.49335, 2.18458], [-1.37557, 0.31034, -1.53360], [-2.09487, -0.48780, -0.13709], [-2.48070, 1.23406, -0.36805], [3.29967, 0.78044, 0.08942], [2.41375, 0.51410, 1.56565], [3.11374, -0.75836, 0.54302], [1.58979, -1.52609, -2.15110], [-0.19242, -1.82689, -1.66870], [0.31872, -0.46679, -2.56791]],
  "lowdin_charge": [-0.07, -0.09, -0.17, -0.16, -0.29, 0.85, -0.90, 0.06, 0.07, 0.13, 0.05, 0.05, 0.13, 0.07, 0.05, 0.06, 0.06, 0.11, 0.01]
}

---

No. 8
{
  "formula": "C2H8NOSi",
  "method": "ωB97M-V/def2-TZVPD",
  "e_lumo_ha": 0.161,
  "smiles": "C[Si](C)(N)[O-]",
  "charge": -1,
  "homo_lumo_gap_ev": 8.13,
  "symbols": ["C", "Si", "C", "N", "O", "H", "H", "H", "H", "H", "H", "H", "H"],
  "coordinates": [[0.99394, 0.24963, 1.34681], [-0.30824, -0.57198, 0.19164], [-1.20363, 0.97834, -0.55299], [0.69686, -1.32846, -1.02092], [-1.17720, -1.75146, 0.63412], [0.52237, 0.82986, 2.13639], [1.60903, -0.51061, 1.82079], [1.66063, 0.92035, 0.80479], [-1.13800, 0.99656, -1.64289], [-2.26227, 0.95296, -0.30304], [-0.80593, 1.92433, -0.18528], [1.25786, -0.74123, -1.62553], [0.15457, -1.94829, -1.60391]],
  "lowdin_charge": [-0.21, 0.02, -0.20, -0.10, -0.45, 0.00, 0.00, 0.00, -0.01, -0.01, -0.01, -0.01, -0.01]
}

---

No. 9
{
  "formula": "C15H21BrClNO",
  "method": "ωB97M-V/def2-TZVPD",
  "e_lumo_ha": 0.028,
  "smiles": "Clc1ccc(OCCCCCN2CCCC2)c(Br)c1",
  "homo_lumo_gap_ev": 9.19,
  "symbols": ["Cl", "C", "C", "C", "C", "O", "C", "C", "C", "C", "C", "N", "C", "C", "C", "C", "C", "Br", "C", "H", "H", "H", "H", "H", "H", "H", "H", "H", "H", "H", "H", "H", "H", "H", "H", "H", "H", "H", "H", "H"],
  "coordinates": [[5.27319, 2.91132, -0.31608], [3.65362, 2.32679, -0.17627], [2.76192, 2.95259, 0.67699], [1.46263, 2.48572, 0.78922], [1.03633, 1.38671, 0.04936], [-0.19453, 0.84477, 0.06766], [-1.18863, 1.37790, 0.92201], [-2.44586, 0.54166, 0.72005], [-3.57634, 0.97577, 1.64692], [-4.80932, 0.07999, 1.52397], [-4.60975, -1.31828, 2.11423], [-3.67449, -2.12272, 1.36343], [-3.19257, -3.29840, 2.06341], [-2.46352, -4.05919, 0.96416], [-3.39416, -3.87752, -0.23891], [-4.15938, -2.57902, 0.06640], [1.96390, 0.77356, -0.80239], [1.37868, -0.72559, -1.79635], [3.25928, 1.22681, -0.92522], [3.07805, 3.80542, 1.25594], [0.78179, 2.98590, 1.45878], [-1.37633, 2.43146, 0.67083], [-0.85419, 1.32008, 1.96700], [-2.76137, 0.63512, -0.32004], [-2.21103, -0.50578, 0.90662], [-3.22503, 0.95656, 2.68133], [-3.86126, 2.00553, 1.41407], [-5.09721, -0.00285, 0.47564], [-5.63724, 0.54939, 2.06036], [-4.21677, -1.21781, 3.13028], [-5.59748, -1.81566, 2.18548], [-2.53808, -3.00159, 2.88572], [-4.01752, -3.90749, 2.47500], [-2.29666, -5.10478, 1.21465], [-1.50240, -3.58424, 0.76970], [-2.83770, -3.81089, -1.17141], [-4.08626, -4.71637, -0.31547], [-3.96257, -1.80947, -0.68319], [-5.24578, -2.76432, 0.08925], [3.95044, 0.73382, -1.59006]],
  "lowdin_charge": [0.67, -0.68, -0.10, -0.01, -0.32, -0.10, -0.20, -0.17, -0.20, -0.19, -0.21, -0.21, -0.20, -0.17, -0.16, -0.18, -0.59, 0.79, -0.15, 0.11, 0.11, 0.14, 0.14, 0.12, 0.11, 0.11, 0.11, 0.11, 0.11, 0.12, 0.12, 0.12, 0.12, 0.11, 0.11, 0.10, 0.10, 0.11, 0.12, 0.10]
}

---

No. 10
{
  "formula": "C23H26N4O3Rb",
  "method": "ωB97M-V/def2-TZVPD",
  "e_lumo_ha": [-0.155, -0.121],
  "charge": 1,
  "homo_lumo_gap_ev": [5.78, 7.56],
  "symbols": ["C", "C", "H", "H", "C", "C", "H", "H", "C", "H", "H", "H", "C", "H", "H", "H", "Rb", "O", "C", "O", "C", "O", "N", "C", "C", "H", "H", "H", "H", "C", "C", "H", "H", "H", "C", "C", "C", "C", "C", "C", "N", "N", "C", "C", "C", "C", "C", "N", "H", "H", "H", "H", "H", "H", "H", "H", "H"],
  "coordinates": [[-0.56804, -1.95756, -4.35602], [-0.82676, -1.15349, -5.59703], [-0.78571, -2.95381, -4.72514], [-1.42445, -1.80516, -3.64524], [-0.83594, 0.21605, -5.48533], [-0.51370, 0.91772, -4.32526], [-0.71529, 0.58764, -3.31601], [-0.35104, 1.97903, -4.48691], [-0.90505, -1.75357, -6.94888], [-0.63208, -2.79899, -6.88123], [-0.19888, -1.29902, -7.65489], [-1.86855, -1.71516, -7.45605], [-1.15596, 1.09317, -6.71878], [-2.16731, 0.89522, -7.12225], [-0.47879, 0.99131, -7.59048], [-1.11291, 2.16564, -6.45050], [0.23441, -1.09635, 1.88743], [0.74913, -0.96013, -0.63843], [1.33927, -0.35086, -1.56977], [1.83257, 0.63914, 1.17038], [2.31967, 1.11962, 0.15619], [3.20755, 2.11232, 0.28137], [2.16446, 0.75505, -1.18481], [3.77684, 2.42499, -1.00182], [2.98122, 1.65008, -2.05139], [4.84211, 2.12911, -1.00654], [3.74761, 3.51459, -1.11404], [3.67348, 1.12081, -2.71118], [2.36937, 2.35507, -2.67217], [1.31752, -0.58747, -2.98080], [0.81958, -1.83749, -3.72601], [1.75771, 0.20081, -3.57649], [0.76820, -2.54336, -2.86305], [1.63530, -2.21113, -4.39637], [2.28699, -0.05912, 8.04969], [0.92847, -0.26669, 8.36965], [-0.01110, -0.32121, 7.34063], [0.40989, -0.19731, 6.00543], [1.78319, -0.04844, 5.68816], [2.70443, 0.01846, 6.71653], [-0.48086, -0.26554, 4.92543], [-1.72559, -0.34651, 5.26034], [-2.64828, -0.13010, 4.25056], [-4.00967, -0.00498, 4.61026], [-4.92310, 0.11661, 3.56573], [-4.45099, 0.10550, 2.23206], [-3.08074, -0.02419, 2.00793], [-2.17498, -0.10108, 2.99630], [3.03302, -0.01911, 8.85224], [0.56197, -0.34955, 9.40218], [-1.07601, -0.46568, 7.52298], [2.08864, 0.03901, 4.65105], [3.76856, 0.13987, 6.54344], [-4.17480, 0.00722, 5.67716], [-5.98571, 0.19238, 3.76273], [-5.10885, 0.19769, 1.35044], [-2.71003, -0.06109, 0.97659]],
  "lowdin_charge": [-0.16, -0.22, 0.11, 0.15, -0.30, 0.10, 0.07, 0.07, -0.04, 0.08, 0.09, 0.10, -0.05, 0.09, 0.08, 0.08, 1.09, -0.15, -0.38, -0.12, -0.47, 0.07, 0.08, -0.10, -0.08, 0.14, 0.13, 0.13, 0.14, 0.00, -0.14, 0.08, 0.12, 0.14, -0.06, -0.06, -0.02, -0.26, -0.01, -0.08, 0.06, 0.08, -0.34, 0.02, -0.04, -0.04, -0.15, 0.00, 0.11, 0.11, 0.11, 0.10, 0.11, 0.11, 0.11, 0.12, 0.11]
}

---

No. 11
{
  "formula": "C4H5N3",
  "method": "ωB97M-V/def2-TZVPD",
  "e_lumo_ha": 0.016,
  "homo_lumo_gap_ev": 8.64,
  "symbols": ["N", "C", "C", "N", "C", "N", "C", "H", "H", "H", "H", "H"],
  "coordinates": [[-2.26837, 0.46481, 0.04357], [-0.98799, 0.10347, 0.03197], [-0.07207, 1.18517, -0.07529], [1.21654, 0.88443, -0.08986], [2.33680, 0.54861, -0.23152], [1.93287, -2.47199, -0.01492], [0.78264, -2.35897, 0.00919], [-2.61794, 1.41670, -0.04963], [-2.97836, -0.24735, 0.12213], [-0.29261, 2.25518, -0.12824], [3.21223, 0.30859, 0.34984], [-0.26376, -2.08866, 0.03274]],
  "lowdin_charge": [0.02, -0.17, -0.21, -0.03, 0.12, 0.04, -0.12, 0.09, 0.08, 0.10, 0.08, 0.00]
}

---

No. 12
{
  "formula": "CH3Br2P",
  "method": "ωB97M-V/def2-TZVPD",
  "e_lumo_ha": [-0.074, -0.096],
  "homo_lumo_gap_ev": [7.29, 6.07],
  "symbols": ["C", "P", "Br", "Br", "H", "H", "H"],
  "coordinates": [[0.01155, 0.66286, 0.49531], [0.38696, -1.03130, 0.92343], [-1.63327, 1.41475, 0.71920], [0.33875, 0.23379, -2.37136], [0.69224, 1.53431, 0.17575], [0.99553, -1.34275, -0.24580], [-0.79176, -1.47166, 0.30347]],
  "lowdin_charge": [-1.06, 0.73, 0.71, -0.14, 0.01, -0.17, -0.08]
}

---

Let's list relative energy (zero: lowest compared OMol25 entry of this formula, charge and spin) in order: 410.6 875.3 184.8 197.3 274.1 201.0 466.2 0.0 6.6 0.0 511.6 419.4 kJ/mol.